Density functional theory data (wB97M-V/def2-TZVPD) for 7 unconnected molecules or ions with the total composition C46H37IN7O14P in a non-equilibrium geometry.

Element x y z (Å)
N1 -2.14 4.94 4.62
P1 -1.32 5.53 5.83
C1 0.44 5.62 5.36
C2 1.35 4.76 5.92
C3 2.67 4.76 5.56
C4 3.08 5.66 4.61
C5 2.19 6.56 4.02
C6 0.86 6.55 4.40
I1 -0.56 7.89 3.55
C7 2.74 7.50 2.95
O1 2.38 8.65 2.80
C8 3.82 6.88 2.09
C9 4.67 6.05 2.68
C10 4.52 5.72 4.14
O2 5.47 5.55 4.88
H1 -2.60 4.08 4.88
H2 -1.88 6.80 6.11
H3 -1.49 4.69 6.96
H4 1.01 4.03 6.65
H5 3.39 4.06 5.99
H6 3.93 7.09 1.03
H7 5.46 5.57 2.10
C11 1.72 -1.60 3.89
C12 2.42 -0.45 3.54
C13 2.84 0.44 4.51
C14 2.55 0.16 5.84
C15 1.85 -0.97 6.21
C16 1.43 -1.86 5.23
N2 3.01 1.09 6.88
O3 3.61 2.09 6.52
O4 2.77 0.81 8.04
H8 1.40 -2.30 3.13
H9 2.64 -0.25 2.50
H10 3.38 1.33 4.23
H11 1.63 -1.18 7.25
H12 0.89 -2.75 5.50
C17 0.68 -1.68 -2.85
C18 -0.26 -0.99 -2.08
C19 -0.44 -1.33 -0.75
C20 0.32 -2.34 -0.20
C21 1.26 -3.03 -0.95
C22 1.43 -2.69 -2.29
N3 0.15 -2.68 1.21
O5 -0.68 -2.07 1.85
O6 0.87 -3.55 1.68
H13 0.82 -1.41 -3.88
H14 -0.85 -0.20 -2.53
H15 -1.17 -0.80 -0.16
H16 1.85 -3.82 -0.52
H17 2.16 -3.22 -2.89
C23 0.02 -7.43 -6.16
C24 -1.13 -6.76 -5.77
C25 -1.08 -5.40 -5.52
C26 0.12 -4.73 -5.67
C27 1.28 -5.39 -6.05
C28 1.22 -6.75 -6.30
N4 0.17 -3.28 -5.42
O7 -0.86 -2.74 -5.07
O8 1.23 -2.71 -5.59
H18 -0.02 -8.50 -6.37
H19 -2.06 -7.29 -5.67
H20 -1.97 -4.88 -5.22
H21 2.21 -4.86 -6.15
H22 2.12 -7.28 -6.60
C29 -3.10 -0.75 8.82
C30 -1.87 -0.11 8.92
C31 -1.42 0.71 7.89
C32 -2.22 0.87 6.77
C33 -3.44 0.23 6.65
C34 -3.88 -0.58 7.68
N5 -1.76 1.75 5.69
O9 -0.67 2.28 5.82
O10 -2.49 1.90 4.73
H23 -3.44 -1.38 9.62
H24 -1.26 -0.24 9.80
H25 -0.47 1.20 7.97
H26 -4.05 0.37 5.77
H27 -4.83 -1.08 7.60
C35 2.60 2.36 -7.46
C36 1.66 3.04 -6.70
C37 1.49 2.72 -5.36
C38 2.27 1.71 -4.81
C39 3.20 1.02 -5.56
C40 3.36 1.35 -6.89
N6 2.10 1.38 -3.38
O11 1.26 1.99 -2.76
O12 2.82 0.52 -2.92
H28 2.73 2.62 -8.50
H29 1.06 3.83 -7.14
H30 0.76 3.25 -4.77
H31 3.80 0.24 -5.12
H32 4.09 0.82 -7.49
C41 -5.76 -1.77 -7.95
C42 -4.62 -1.91 -7.17
C43 -4.34 -3.11 -6.55
C44 -5.22 -4.18 -6.72
C45 -6.36 -4.05 -7.49
C46 -6.63 -2.84 -8.10
N7 -4.92 -5.46 -6.08
O13 -3.91 -5.53 -5.40
O14 -5.68 -6.38 -6.27
H33 -5.97 -0.83 -8.44
H34 -3.94 -1.07 -7.05
H35 -3.45 -3.21 -5.94
H36 -7.04 -4.88 -7.61
H37 -7.52 -2.73 -8.71

Calculated values
HOMO-LUMO gap = 6.861 eV
Strongest force on any atom = 2.9 eV/Å
Electronic energy = -3850.177928 Eh
SMILES = N=[PH2]c1ccc2c(c1I)C(=O)C=CC2=O.O=[N+]([O-])c1ccccc1.O=[N+]([O-])c1ccccc1.O=[N+]([O-])c1ccccc1.O=[N+]([O-])c1ccccc1.O=[N+]([O-])c1ccccc1.O=[N+]([O-])c1ccccc1
Multiplicity = 1

These are the Mulliken partial charges, in e, on atoms 1 to 99: N -0.576; P 0.298; C 0.662; C -0.190; C -1.244; C 0.819; C 0.940; C -1.014; I 0.096; C 0.014; O -0.495; C -0.496; C -0.466; C 0.137; O -0.524; H 0.181; H 0.076; H 0.023; H 0.355; H 0.668; H 0.406; H 0.381; C -0.124; C -0.671; C -0.308; C -0.051; C -0.155; C -0.895; N 1.137; O -0.715; O -0.634; H 0.538; H 0.461; H 0.504; H 0.487; H 0.413; C -0.939; C -0.928; C -0.196; C 0.049; C -0.389; C -0.619; N 1.000; O -0.569; O -0.669; H 1.234; H 0.513; H 0.480; H 0.472; H 0.486; C -0.420; C -0.508; C -0.115; C -0.151; C -0.382; C -0.563; N 1.081; O -0.546; O -0.607; H 0.390; H 0.429; H 0.599; H 0.479; H 0.382; C -0.449; C -0.621; C -0.053; C 0.038; C -0.506; C -0.463; N 0.947; O -0.380; O -0.625; H 0.383; H 0.418; H 0.450; H 0.482; H 0.386; C -0.393; C -0.485; C -0.444; C 0.132; C -0.121; C -0.608; N 1.086; O -0.625; O -0.587; H 0.381; H 0.381; H 0.460; H 0.447; H 0.377; C -0.387; C -0.600; C -0.081; C 0.055; C -0.398; C -0.461; N 1.056


Density functional theory data (wB97M-V/def2-TZVPD) for a molecular structure, C32H34N5O3SSe2Ti.

Element x y z (Å)
Ti1 0.40 1.43 -0.70
S1 1.86 0.99 3.73
C1 0.13 0.83 3.83
C2 -0.66 0.61 4.95
C3 -2.03 0.57 4.78
C4 -2.60 0.77 3.51
C5 -1.81 0.99 2.40
C6 -0.42 0.99 2.56
N1 0.51 1.18 1.55
C7 1.73 1.24 2.02
C8 2.86 1.49 1.13
C9 4.17 1.49 1.61
C10 5.21 1.72 0.72
C11 4.91 1.94 -0.62
C12 3.60 1.93 -1.08
C13 2.52 1.70 -0.22
H1 -0.22 0.48 5.93
H2 -2.67 0.40 5.63
H3 -3.68 0.78 3.41
H4 -2.23 1.21 1.43
H5 4.38 1.31 2.66
H6 6.23 1.72 1.07
H7 5.72 2.13 -1.32
H8 3.41 2.11 -2.13
O1 1.85 4.95 -2.06
C14 0.90 5.25 -3.06
C15 -0.55 4.84 -2.76
C16 -1.41 5.84 -3.55
O2 -2.80 5.56 -3.56
C17 -0.89 3.44 -3.29
Se1 0.52 2.06 -3.14
C18 -0.90 5.03 -1.28
Se2 -0.59 3.62 0.06
H9 1.73 4.02 -1.81
H10 1.20 4.81 -4.03
H11 0.94 6.34 -3.17
H12 -1.03 5.90 -4.58
H13 -1.31 6.84 -3.11
H14 -2.91 4.64 -3.82
H15 -1.09 3.50 -4.36
H16 -1.77 3.05 -2.79
H17 -1.97 5.24 -1.21
H18 -0.36 5.91 -0.91
C19 -3.18 -2.62 0.35
N2 -2.96 -1.26 -0.09
C20 -4.10 -0.37 -0.16
C21 -1.73 -0.83 -0.36
O3 -1.47 0.33 -0.70
H19 -3.90 -3.12 -0.30
H20 -3.56 -2.63 1.37
H21 -2.24 -3.17 0.33
H22 -4.83 -0.76 -0.87
H23 -3.77 0.61 -0.48
H24 -4.57 -0.29 0.83
H25 -0.95 -1.59 -0.26
C22 0.56 -2.73 -2.28
C23 0.69 -1.35 -2.22
N3 1.07 -0.74 -1.07
C24 1.37 -1.51 -0.03
C25 1.23 -2.92 0.03
C26 0.81 -3.52 -1.17
C27 1.52 -3.53 1.28
C28 1.37 -4.81 1.83
C29 0.73 -6.00 1.42
C30 0.78 -7.15 2.27
C31 0.14 -8.28 1.89
N4 -0.57 -8.39 0.73
C32 -0.56 -7.28 0.01
N5 0.02 -6.12 0.25
H26 0.25 -3.19 -3.21
H27 0.45 -0.71 -3.05
H28 1.69 -0.99 0.86
H29 0.66 -4.59 -1.20
H30 1.98 -2.84 1.98
H31 1.80 -4.90 2.82
H32 1.33 -7.11 3.20
H33 0.16 -9.17 2.51
H34 -1.11 -7.33 -0.93

Calculated values
Energy relative to the best compared isomer or geometry (same formula, charge and spin) = 0.000 eV
HOMO-LUMO gap (alpha / beta) = 4.571 / 7.091 eV
Charge = -1
Strongest force on any atom = 0.2 eV/Å
Electronic energy = -7789.960473 Eh
<S²> = 2.04
Multiplicity = 3

Per-atom Mulliken charges, elementary charge units: Ti 0.229; S -0.449; C 1.091; C -0.682; C -0.524; C -1.016; C -0.046; C -1.159; N 1.013; C 0.417; C 0.783; C -0.869; C -0.745; C -0.836; C 0.136; C 0.479; H 0.401; H 0.387; H 0.384; H 0.495; H 0.368; H 0.384; H 0.406; H 0.346; O -0.545; C -1.040; C 2.414; C -1.283; O -0.555; C -1.923; Se -0.494; C -1.486; Se -0.337; H 0.079; H 0.238; H 0.483; H 0.424; H 0.452; H 0.364; H 0.516; H 0.517; H 0.586; H 0.321; C -0.798; N 0.366; C -0.917; C 0.810; O -0.544; H 0.299; H 0.297; H 0.206; H 0.352; H 0.255; H 0.291; H -0.523; C -0.786; C -0.578; N 0.400; C 0.004; C 0.509; C -0.116; C -0.888; C -0.874; C 1.061; C -0.980; C -0.140; N -0.738; C -0.154; N -0.272; H 0.419; H 0.317; H -0.021; H 0.504; H 0.266; H 0.179; H 0.312; H 0.366; H 0.395


- Which of these has the highest electronic energy?
  C46H37IN7O14P


- Among the records above, which one has the highest electronic energy?
  C46H37IN7O14P


- Which of these has the highest multiplicity?
  C32H34N5O3SSe2Ti